# 1
Computed, not measured: C24H26N4PdSi as an isolated structure, with ωB97M-V with the def2-TZVPD basis set.

```
56
Properties=species:S:1:pos:R:3:mulliken_spin:R:1
C 0.397 2.895 3.549 -0.01
C 0.704 3.319 2.215 0.13
C -0.272 2.749 1.331 0.08
H 1.546 3.924 1.903 0.03
C -1.185 1.985 2.128 0.07
C -0.770 2.067 3.494 0.17
H -1.266 1.581 4.326 0.00
H 0.975 3.108 4.436 0.00
H -0.314 2.842 0.245 0.01
H -2.036 1.429 1.752 -0.01
Pd 0.739 1.287 2.311 0.64
C -0.101 -1.759 -1.573 0.10
H -1.122 -1.736 -1.972 0.00
H 0.572 -2.516 -1.994 0.01
H -0.093 -1.833 -0.464 -0.02
Si 0.536 0.241 -1.669 0.67
C 1.812 -0.003 -3.055 0.01
C 2.822 0.965 -3.262 -0.02
H 2.820 1.885 -2.666 0.00
C 3.835 0.712 -4.201 0.00
H 4.596 1.470 -4.375 0.00
C 3.872 -0.508 -4.892 0.01
H 4.707 -0.745 -5.549 0.00
C 2.844 -1.442 -4.729 0.00
H 2.838 -2.383 -5.284 0.00
C 1.807 -1.181 -3.826 0.05
H 1.015 -1.925 -3.684 0.00
C -0.809 1.175 -2.652 0.09
C -0.720 1.367 -4.049 0.04
H 0.171 1.049 -4.589 0.01
C -1.814 1.859 -4.778 -0.01
H -1.732 1.945 -5.858 0.00
C -2.998 2.198 -4.121 0.01
H -3.841 2.585 -4.684 0.00
C -3.082 2.057 -2.731 -0.01
H -4.002 2.308 -2.213 0.00
C -1.998 1.557 -1.996 -0.06
H -2.098 1.366 -0.925 0.00
H -0.887 -4.398 0.344 0.00
H -1.036 -4.408 -0.421 0.00
N 0.860 -2.183 5.022 0.00
C 2.094 -1.677 5.387 0.01
C 2.297 -0.553 4.627 -0.01
N 1.209 -0.389 3.784 0.02
C 0.324 -1.371 4.059 0.00
C -1.005 -1.548 3.496 0.01
N -1.576 -0.852 2.500 0.00
C -2.840 -1.370 2.325 0.00
C -3.052 -2.400 3.218 0.00
N -1.884 -2.506 3.955 0.00
H 0.425 -3.023 5.406 0.00
H 2.708 -2.139 6.145 0.00
H 3.124 0.132 4.627 0.00
H -3.508 -0.996 1.565 0.00
H -3.908 -3.031 3.376 0.00
H -1.705 -3.183 4.689 0.00
```

Output
2S+1: 3
Expectation value of S²: 2.011
Energy: -1566.31347 Eh
HOMO energy (alpha / beta): -5.8 / -5.5 eV
HOMO-LUMO gap (alpha / beta): 5.7 / 4.6 eV

# 2
Computed, not measured: a single C24H26N8OS molecule, with ωB97M-V with the def2-TZVPD basis set.

```
60
Properties=species:S:1:pos:R:3:mulliken_charge:R:1
C 1.710 0.183 2.298 -1.71
C 0.268 0.407 1.959 0.42
C -0.668 -0.607 2.119 -0.74
C -1.996 -0.397 1.800 -0.96
C -2.451 0.825 1.324 1.44
C -3.879 1.023 0.932 -2.04
C -1.507 1.847 1.200 0.21
N -1.913 3.124 0.768 0.67
N -2.974 3.767 1.251 -0.24
N -3.061 4.886 0.659 -0.71
N -2.094 5.044 -0.223 -0.38
C -1.367 3.954 -0.163 0.56
S 0.013 3.598 -1.173 -0.19
C -0.943 3.050 -2.638 -1.01
C -1.616 1.728 -2.297 0.51
O -2.818 1.606 -2.252 -0.60
N -0.708 0.757 -2.018 -0.01
C -0.932 -0.524 -1.499 0.29
C -2.175 -1.143 -1.526 -0.56
C -2.323 -2.395 -0.954 -1.08
C -1.254 -3.035 -0.358 -0.64
C -0.001 -2.426 -0.348 0.61
C 1.107 -3.063 0.348 -0.19
N 1.031 -3.557 1.557 -0.20
N 2.248 -3.993 1.911 -0.90
C 3.062 -3.777 0.916 0.75
N 2.391 -3.181 -0.115 0.27
C 2.946 -2.835 -1.393 -1.06
C 4.026 -1.759 -1.264 -0.28
C 5.366 -2.304 -0.769 -0.89
C 5.355 -2.813 0.674 -0.47
C 4.512 -4.076 0.884 -1.00
C 0.155 -1.173 -0.925 0.09
C -0.168 1.643 1.504 -0.24
H 1.919 0.554 3.301 0.44
H 2.362 0.714 1.606 0.36
H 1.944 -0.878 2.280 0.33
H -0.351 -1.574 2.480 0.56
H -2.701 -1.205 1.917 0.41
H -3.943 1.344 -0.109 0.34
H -4.346 1.791 1.546 0.45
H -4.431 0.094 1.042 0.40
H -0.225 2.945 -3.450 0.43
H -1.682 3.813 -2.879 0.49
H 0.260 1.053 -1.993 0.27
H -3.015 -0.640 -1.974 0.53
H -3.292 -2.870 -0.968 0.43
H -1.370 -3.999 0.111 0.48
H 2.128 -2.490 -2.031 0.48
H 3.377 -3.735 -1.848 0.48
H 4.177 -1.307 -2.246 0.36
H 3.676 -0.978 -0.584 0.19
H 6.106 -1.505 -0.844 0.36
H 5.689 -3.111 -1.432 0.33
H 6.384 -3.039 0.959 0.34
H 4.994 -2.026 1.340 0.32
H 4.764 -4.538 1.839 0.32
H 4.725 -4.797 0.088 0.31
H 1.110 -0.667 -0.882 0.21
H 0.532 2.460 1.396 0.66
```

Output
Energy: -1841.65342 Eh
HOMO energy: -8.8 eV
HOMO-LUMO gap: 8.8 eV